# 1
{"formula": "C7H7NOS", "method": "the ωB97M-V functional and the def2-TZVPD basis", "species": ["C", "C", "H", "H", "C", "S", "C", "O", "H", "H", "C", "H", "H", "C", "N", "C", "H"], "xyz": [[-2.2285, -1.3501, -0.1578], [-1.1300, 0.4855, -0.2919], [2.3653, -1.0888, -1.6981], [-3.1391, -1.9643, -0.2782], [0.8094, 1.9583, -0.1208], [1.6290, -1.7187, -0.6599], [-1.1091, -1.5900, 0.5578], [-2.2125, -0.0856, -0.7112], [2.5073, 1.1147, 0.7980], [-1.1279, 2.5807, -0.9500], [-0.5501, 1.7009, -0.5365], [-0.6516, -2.5029, 0.9626], [1.1131, 2.9302, -0.2174], [1.0179, -0.3139, 0.6914], [-0.3492, -0.4999, 0.5651], [1.5826, 1.0007, 0.4154], [1.4735, -0.6569, 1.6315]], "atomic_forces_ev_per_a": [[-0.757, -2.129, 0.795], [4.695, 0.527, 1.798], [-0.893, -0.334, 1.513], [0.909, 0.685, -0.130], [-1.177, -2.475, 0.442], [1.487, 0.367, -0.986], [-0.720, -2.214, -0.218], [-1.173, -0.325, 0.191], [3.018, 0.749, 0.886], [0.600, -1.515, 0.267], [-1.517, 0.881, -0.542], [-0.998, 0.307, -0.102], [1.054, 2.243, -0.293], [1.700, -1.681, -0.807], [-2.080, 5.404, -1.654], [-3.595, 0.068, -0.782], [-0.553, -0.558, -0.379]], "e_above_lowest_kcal_mol": 49.2, "energy_ha": -799.00930, "largest_force_ev_per_a": 6.022, "smiles": "S[C@H]1C=CC=C2OC=CN21", "e_homo_ev": -7.04, "orbital_gap_ev": 7.84}

=====

# 2
{"formula": "CH2Na8O8S", "method": "the ωB97M-V functional and the def2-TZVPD basis", "species": ["O", "O", "O", "O", "C", "O", "Na", "O", "Na", "O", "H", "Na", "Na", "Na", "Na", "H", "Na", "O", "Na", "S"], "xyz": [[2.2520, -4.5464, 0.0035], [0.2461, 2.4117, 0.6401], [0.5492, -4.1817, 1.6830], [-2.3907, 0.8296, -2.9179], [0.0688, 1.3588, 0.0654], [1.0483, -2.6072, 0.0814], [0.3957, -1.1118, -1.7087], [-0.6984, 1.5153, -0.9498], [-0.2456, 1.4231, 3.1376], [2.6050, -2.9122, 1.8610], [-1.7679, 1.0933, -2.2405], [2.3357, -0.5968, 1.9162], [-2.0905, 3.3072, 0.4654], [0.4949, 3.1471, -2.3910], [1.5951, 4.4381, 1.2269], [-2.7638, 1.6524, -3.2342], [-2.9507, -0.0069, -0.6128], [0.5067, 0.1967, 0.4374], [-0.8442, -1.8767, 1.5983], [1.6544, -3.5337, 0.9386]], "atomic_forces_ev_per_a": [[0.414, -0.918, 0.635], [1.884, 4.803, 4.943], [0.983, 0.118, -0.575], [-0.182, -0.542, 0.936], [-0.838, -3.548, -1.551], [-2.976, 6.335, -3.962], [0.739, -0.981, -0.134], [-1.109, -1.375, -1.679], [0.213, 0.262, 0.717], [-0.256, 0.604, -0.831], [0.610, 0.340, -0.275], [1.164, -1.161, -0.320], [-0.293, 0.640, -0.329], [0.110, 0.063, -0.887], [0.652, 0.533, 0.217], [-0.596, 0.165, -0.738], [-0.989, -0.333, -1.146], [-0.893, 1.093, 0.378], [0.676, -1.916, -0.018], [0.687, -4.182, 4.617]], "energy_ha": -2335.90513, "total_charge": 5, "largest_force_ev_per_a": 8.043, "multiplicity": 2, "e_homo_ev": [-23.27, -22.98], "orbital_gap_ev": [4.88, 4.59]}